No. 1
ORCA calculation (ωB97M-V/def2-TZVPD) on the molecule C4H8O2 in a non-equilibrium geometry.

relative energy (zero: lowest compared OMol25 entry of this formula, charge and spin)	78.1	kJ/mol
E_HOMO	-10.784	eV
calculated total energy	-307.68267	Eh
LUMO level	1.005	eV
orbital gap	0.433	hartree

ORCA input file:
```
! RIJCOSX wB97M-V def2-TZVPD def2/J DEFGRID3
* xyz 0 1
C -0.450 1.582 0.172
C -0.114 0.146 -0.205
C -1.246 -0.830 0.028
O 1.025 -0.226 0.585
C 1.982 -0.990 0.006
O 1.860 -1.931 -0.731
H -1.256 1.954 -0.469
H -0.777 1.647 1.215
H 0.419 2.238 0.047
H 0.212 0.108 -1.252
H -0.918 -1.839 -0.232
H -2.110 -0.562 -0.587
H -1.541 -0.814 1.083
H 2.868 -0.470 0.346
*
```

***

No. 2
ORCA calculation (ωB97M-V/def2-TZVPD) on the molecule C4H7N3 in a non-equilibrium geometry.

relative energy (zero: lowest compared OMol25 entry of this formula, charge and spin)	394.6	kJ/mol
E_HOMO (spin up / spin down)	-8.672 / -8.494	eV
calculated total energy	-320.73301	Eh
LUMO level (spin up / spin down)	-1.085 / 0.151	eV
orbital gap (spin up / spin down)	0.279 / 0.318	hartree

ORCA input file:
```
! RIJCOSX wB97M-V def2-TZVPD def2/J DEFGRID3
* xyz 0 1
C -1.996 -0.887 -0.483
N -0.637 -1.358 -0.643
C 0.445 -0.637 -0.187
N 1.647 -1.029 -0.111
N 2.603 1.078 0.568
C 1.392 1.529 0.532
C 0.285 0.665 0.427
H -2.063 0.158 -0.793
H -2.643 -1.471 -1.141
H -2.380 -0.967 0.544
H -0.496 -2.356 -0.675
H 3.273 1.829 0.374
H 1.168 2.603 0.557
H -0.600 0.844 1.031
*
```

***

No. 3
ORCA calculation (ωB97M-V/def2-TZVPD) on the molecule C2H6N2S3 in a non-equilibrium geometry.

relative energy (zero: lowest compared OMol25 entry of this formula, charge and spin)	0.0	kJ/mol
E_HOMO	-8.562	eV
calculated total energy	-1383.85376	Eh
LUMO level	0.404	eV
orbital gap	0.329	hartree

ORCA input file:
```
! RIJCOSX wB97M-V def2-TZVPD def2/J DEFGRID3
* xyz 0 1
C -1.730 -1.012 0.578
S -1.378 0.214 -0.702
N 0.171 -0.256 -1.174
C 1.310 -0.127 -0.419
S 2.444 -1.349 -0.302
N 1.360 0.971 0.338
S 1.005 2.521 -0.305
H -0.830 -1.093 1.245
H -2.573 -0.629 1.159
H -2.008 -1.942 0.145
H 0.258 -1.029 -1.832
H 2.142 0.949 1.010
H -0.170 2.783 0.262
*
```

***

No. 4
ORCA calculation (ωB97M-V/def2-TZVPD) on a cluster of 2 separate species, C26H25F6N4 in total in a non-equilibrium geometry.

relative energy (zero: lowest compared OMol25 entry of this formula, charge and spin)	212.9	kJ/mol
E_HOMO	-9.653	eV
calculated total energy	-1823.65915	Eh
LUMO level	-5.246	eV
orbital gap	0.162	hartree

ORCA input file:
```
! RIJCOSX wB97M-V def2-TZVPD def2/J DEFGRID3
* xyz 1 1
C 1.368 -1.086 2.375
C 2.474 -0.269 2.324
N 3.478 0.347 2.274
N 0.091 -0.572 2.299
C -0.993 -1.433 2.288
C -2.276 -0.933 2.265
C -2.505 0.442 2.243
C -1.408 1.295 2.236
C -0.116 0.800 2.255
H 1.487 -2.169 2.369
H -0.758 -2.499 2.299
H -3.099 -1.640 2.270
H -3.518 0.836 2.236
H -1.522 2.373 2.218
H 0.757 1.454 2.233
C 7.875 -3.895 5.167
N 7.555 -2.611 5.738
C 8.626 -1.913 6.439
C 8.635 -2.323 7.882
F 9.589 -1.700 8.619
F 7.414 -2.060 8.465
F 8.814 -3.683 7.997
C 6.258 -2.169 5.784
C 5.842 -0.876 5.362
C 4.509 -0.530 5.445
C 3.526 -1.404 6.037
C 2.165 -0.998 6.089
C 1.041 -1.668 6.653
C -0.274 -1.095 6.526
C -1.398 -1.734 7.011
C -1.270 -2.966 7.724
N -2.328 -3.696 8.248
C -2.590 -3.676 9.670
C -3.038 -4.703 7.460
C -2.348 -6.039 7.402
F -3.124 -6.993 6.809
F -1.172 -5.950 6.691
F -2.003 -6.484 8.656
C 0.015 -3.488 7.947
C 1.111 -2.891 7.383
C 4.018 -2.652 6.520
C 5.310 -3.065 6.311
H 7.071 -4.202 4.488
H 8.804 -3.800 4.594
H 8.004 -4.680 5.929
H 9.571 -2.212 5.979
H 8.441 -0.833 6.390
H 6.585 -0.213 4.918
H 4.178 0.426 5.034
H 1.958 -0.022 5.642
H -0.370 -0.122 6.031
H -2.393 -1.304 6.901
H -2.109 -2.793 10.109
H -3.673 -3.603 9.824
H -2.211 -4.574 10.186
H -4.016 -4.854 7.925
H -3.097 -4.344 6.426
H 0.093 -4.387 8.570
H 2.050 -3.401 7.554
H 3.401 -3.343 7.075
H 5.654 -4.053 6.623
*
```

***

No. 5
ORCA calculation (ωB97M-V/def2-TZVPD) on a cluster of 8 separate species, C43H86N3O32S in total.

relative energy (zero: lowest compared OMol25 entry of this formula, charge and spin)	0.0	kJ/mol
E_HOMO	-11.576	eV
calculated total energy	-4659.85557	Eh
LUMO level	-3.355	eV
orbital gap	0.302	hartree

ORCA input file:
```
! RIJCOSX wB97M-V def2-TZVPD def2/J DEFGRID3
* xyz 1 1
C -1.805 -1.946 3.780
C -3.233 -2.497 3.763
O -4.157 -1.534 4.256
C -4.660 -0.682 3.262
C -5.144 0.587 3.921
O -4.104 1.384 4.481
C -3.259 1.990 3.537
C -3.958 3.055 2.716
O -4.430 2.533 1.443
C -4.232 3.372 0.371
N -2.883 3.087 -0.210
C -2.456 4.071 -1.249
C -0.936 3.962 -1.377
C -0.476 4.224 -2.807
C -1.059 5.463 -3.517
N -1.478 6.550 -2.609
C -0.261 4.821 -0.304
C 1.250 4.637 -0.206
C 1.931 5.707 0.674
C 3.199 6.284 0.048
S 4.671 5.424 0.578
O 4.362 4.505 1.627
O 5.325 4.933 -0.584
O 5.532 6.604 1.187
O -0.538 2.615 -1.021
C -1.393 1.585 -1.452
C -0.668 0.276 -1.203
C -1.507 -0.989 -1.380
C -0.599 -2.199 -1.217
C -1.263 -3.512 -1.601
O -0.588 -4.612 -0.964
C -1.188 -5.075 0.135
O -1.844 -4.404 0.889
C -2.758 1.685 -0.755
O -3.797 1.505 -1.666
N -4.558 0.280 -1.344
O -5.127 -0.087 -2.265
H -1.088 -2.707 4.073
H -1.762 -1.137 4.504
H -1.519 -1.568 2.800
H -3.320 -3.381 4.389
H -3.507 -2.806 2.751
H -5.521 -1.140 2.759
H -3.920 -0.480 2.480
H -5.754 0.285 4.769
H -5.791 1.147 3.240
H -2.764 1.260 2.890
H -2.485 2.506 4.102
H -4.834 3.405 3.261
H -3.297 3.908 2.549
H -4.256 4.421 0.665
H -4.986 3.219 -0.394
H -2.191 3.168 0.541
H -2.962 3.871 -2.190
H -2.739 5.068 -0.929
H -0.785 3.362 -3.400
H 0.607 4.235 -2.857
H -0.287 5.826 -4.196
H -1.897 5.198 -4.157
H -2.219 7.081 -3.051
H -0.720 7.212 -2.494
H -0.567 5.858 -0.396
H -0.662 4.463 0.655
H 1.718 4.632 -1.188
H 1.428 3.650 0.212
H 2.173 5.246 1.627
H 1.239 6.519 0.888
H 3.212 6.211 -1.035
H 3.290 7.340 0.288
H 5.761 6.355 2.097
H -1.590 1.626 -2.529
H 0.124 0.244 -1.949
H -0.240 0.291 -0.201
H -1.989 -0.995 -2.360
H -2.272 -1.054 -0.603
H 0.287 -2.040 -1.834
H -0.251 -2.281 -0.190
H -2.316 -3.502 -1.329
H -1.151 -3.699 -2.665
H -1.045 -6.145 0.310
H -2.882 0.990 0.076
C 4.972 2.348 -4.264
O 3.733 1.636 -4.134
C 3.769 0.389 -4.608
O 4.714 -0.146 -5.119
O 2.568 -0.164 -4.415
C 2.467 -1.515 -4.879
H 4.799 3.332 -3.839
H 5.762 1.844 -3.712
H 5.252 2.439 -5.311
H 3.171 -2.157 -4.354
H 2.633 -1.578 -5.953
H 1.453 -1.838 -4.657
C 2.709 0.896 -8.806
O 1.806 -0.210 -8.698
C 1.250 -0.578 -9.853
O 1.447 -0.067 -10.924
O 0.444 -1.611 -9.618
C -0.206 -2.126 -10.788
H 3.080 1.084 -7.802
H 3.544 0.653 -9.459
H 2.190 1.779 -9.176
H 0.528 -2.484 -11.507
H -0.832 -1.362 -11.245
H -0.821 -2.953 -10.448
C 2.855 1.686 2.847
O 2.228 0.454 3.218
C 3.063 -0.428 3.780
O 4.235 -0.251 3.976
O 2.374 -1.528 4.077
C 3.154 -2.566 4.683
H 2.073 2.302 2.410
H 3.269 2.185 3.720
H 3.639 1.516 2.113
H 3.579 -2.224 5.625
H 3.947 -2.889 4.013
H 2.469 -3.387 4.868
C -0.594 -6.584 3.627
O 0.390 -6.301 4.625
C 0.755 -7.361 5.352
O 0.325 -8.476 5.227
O 1.665 -6.962 6.237
C 2.145 -8.001 7.100
H -0.800 -5.641 3.127
H -0.211 -7.306 2.908
H -1.510 -6.960 4.079
H 2.625 -8.786 6.520
H 1.329 -8.417 7.687
H 2.870 -7.532 7.757
C 0.450 6.364 8.179
O -0.477 5.321 8.497
C -1.180 4.868 7.467
O -1.097 5.255 6.326
O -1.994 3.908 7.902
C -2.816 3.345 6.881
H 0.940 6.622 9.112
H 1.187 6.014 7.460
H -0.073 7.233 7.784
H -2.198 2.891 6.110
H -3.468 4.102 6.448
H -3.422 2.575 7.346
C 3.777 -1.252 -12.635
O 3.684 -2.615 -13.064
C 4.673 -3.394 -12.630
O 5.591 -3.047 -11.932
O 4.471 -4.626 -13.098
C 5.469 -5.574 -12.708
H 2.915 -0.741 -13.048
H 3.745 -1.190 -11.551
H 4.692 -0.795 -13.008
H 5.501 -5.674 -11.625
H 6.447 -5.276 -13.081
H 5.176 -6.518 -13.157
C -1.445 -5.676 7.095
O -1.741 -5.758 8.491
C -3.035 -5.931 8.763
O -3.920 -6.012 7.951
O -3.178 -5.997 10.084
C -4.527 -6.186 10.524
H -0.374 -5.528 7.015
H -1.732 -6.598 6.591
H -1.959 -4.828 6.643
H -4.928 -7.122 10.140
H -5.154 -5.356 10.204
H -4.486 -6.220 11.608
*
```

***

No. 6
ORCA calculation (ωB97M-V/def2-TZVPD) on a cluster of 5 separate species, C38H70B2FN3O8PS in total in a non-equilibrium geometry.

E_HOMO	-11.462	eV
calculated total energy	-3145.18149	Eh
LUMO level	-5.152	eV
orbital gap	0.232	hartree

ORCA input file:
```
! RIJCOSX wB97M-V def2-TZVPD def2/J DEFGRID3
* xyz 1 1
N 1.033 4.979 -2.696
P 0.980 3.427 -2.496
C -0.181 2.737 -3.780
C 0.419 2.318 -4.959
C 1.922 2.358 -5.221
C 2.508 1.133 -5.514
C 3.904 1.129 -5.773
C 4.484 2.392 -5.654
C 3.790 3.566 -5.349
N 2.477 3.554 -5.147
N -0.343 1.797 -5.956
C -1.663 1.653 -5.904
S -2.381 0.882 -7.375
O -2.993 -0.307 -6.928
O -3.150 1.791 -8.124
F -1.108 0.461 -8.225
C -2.362 2.083 -4.771
C -3.788 1.997 -4.678
O -4.598 1.508 -5.644
B -5.462 2.481 -6.217
O -6.807 2.197 -6.262
O -4.979 3.655 -6.771
C -4.390 2.417 -3.517
C -3.674 2.935 -2.418
C -2.293 3.039 -2.478
O -1.673 3.535 -1.358
B -1.860 2.557 -0.326
O -2.573 2.819 0.794
O -1.317 1.285 -0.529
C -1.620 2.636 -3.652
H 1.980 5.271 -2.926
H 2.248 2.830 -2.721
H 0.558 3.057 -1.204
H 1.941 0.200 -5.573
H 4.454 0.228 -6.036
H 5.563 2.473 -5.819
H 4.354 4.499 -5.287
H 0.156 1.495 -6.794
H -7.264 2.954 -5.871
H -4.725 4.314 -6.113
H -5.478 2.354 -3.417
H -4.228 3.222 -1.522
H -2.807 1.947 1.152
H -0.370 1.342 -0.702
C -6.311 2.148 5.595
C -7.293 2.757 4.600
C -7.099 2.245 3.173
C -5.741 2.570 2.550
C -5.389 4.056 2.492
C -6.352 4.870 1.633
H -5.278 2.401 5.351
H -6.513 2.521 6.600
H -6.404 1.060 5.617
H -7.216 3.848 4.628
H -8.310 2.515 4.918
H -7.897 2.648 2.542
H -7.233 1.158 3.165
H -5.723 2.160 1.531
H -4.953 2.042 3.098
H -4.383 4.157 2.077
H -5.349 4.480 3.498
H -6.373 4.492 0.607
H -6.036 5.914 1.596
H -7.368 4.846 2.029
C 5.684 -2.311 -4.664
C 4.321 -2.863 -5.078
C 3.273 -2.768 -3.969
C 3.591 -3.570 -2.707
C 3.807 -5.066 -2.928
C 2.575 -5.780 -3.474
H 6.112 -2.872 -3.834
H 6.384 -2.372 -5.499
H 5.603 -1.262 -4.367
H 4.430 -3.896 -5.415
H 3.962 -2.296 -5.944
H 2.306 -3.087 -4.371
H 3.147 -1.714 -3.688
H 2.772 -3.431 -1.994
H 4.480 -3.153 -2.224
H 4.077 -5.520 -1.971
H 4.655 -5.235 -3.598
H 1.725 -5.663 -2.797
H 2.772 -6.848 -3.580
H 2.287 -5.399 -4.456
C 7.080 -7.812 3.139
C 6.097 -7.099 2.217
C 6.243 -7.503 0.750
C 7.595 -7.170 0.117
C 7.988 -5.694 0.167
C 7.027 -4.790 -0.599
H 8.115 -7.571 2.892
H 6.912 -7.514 4.175
H 6.955 -8.895 3.078
H 6.207 -6.017 2.328
H 5.079 -7.337 2.541
H 5.442 -7.028 0.173
H 6.075 -8.581 0.660
H 7.576 -7.497 -0.928
H 8.379 -7.760 0.600
H 8.986 -5.586 -0.265
H 8.065 -5.353 1.203
H 6.970 -5.086 -1.650
H 7.371 -3.754 -0.561
H 6.021 -4.821 -0.177
C -1.873 2.868 11.159
C -2.515 3.314 9.849
C -3.552 2.326 9.317
C -3.006 0.940 8.965
C -1.878 0.930 7.935
C -2.299 1.479 6.577
H -1.323 1.933 11.042
H -1.167 3.623 11.511
H -2.629 2.729 11.935
H -1.737 3.493 9.101
H -3.008 4.277 10.013
H -4.034 2.762 8.436
H -4.344 2.206 10.063
H -3.834 0.329 8.591
H -2.657 0.444 9.875
H -1.537 -0.101 7.804
H -1.015 1.491 8.305
H -3.132 0.902 6.167
H -1.470 1.417 5.869
H -2.604 2.525 6.641
*
```

***

No. 7
ORCA calculation (ωB97M-V/def2-TZVPD) on the ion C6H14N2 with charge +2 in a non-equilibrium geometry.

relative energy (zero: lowest compared OMol25 entry of this formula, charge and spin)	35.5	kJ/mol
E_HOMO	-18.175	eV
calculated total energy	-345.87356	Eh
LUMO level	-8.111	eV
orbital gap	0.370	hartree

ORCA input file:
```
! RIJCOSX wB97M-V def2-TZVPD def2/J DEFGRID3
* xyz 2 1
C -2.214 -3.232 -1.265
N -1.999 -2.150 -0.650
C -0.969 -1.169 -0.933
C -0.426 -0.384 -0.018
C 0.506 0.738 -0.386
C 1.303 1.182 0.871
C 0.499 2.246 1.626
N 2.580 1.954 0.408
H -1.688 -3.669 -2.109
H -3.073 -3.841 -0.999
H -2.644 -1.812 0.071
H -0.744 -1.063 -1.985
H -0.729 -0.437 1.025
H 1.175 0.453 -1.197
H -0.067 1.626 -0.656
H 1.589 0.298 1.430
H 0.398 3.219 1.121
H 0.962 2.470 2.583
H -0.572 2.038 1.700
H 3.096 2.223 1.248
H 3.121 1.290 -0.137
H 2.267 2.757 -0.122
*
```

***

No. 8
ORCA calculation (ωB97M-V/def2-TZVPD) on a cluster of 6 separate species, C24H46BBrO10 in total in a non-equilibrium geometry.

relative energy (zero: lowest compared OMol25 entry of this formula, charge and spin)	0.0	kJ/mol
E_HOMO	-9.427	eV
calculated total energy	-4293.38476	Eh
LUMO level	0.736	eV
orbital gap	0.373	hartree

ORCA input file:
```
! RIJCOSX wB97M-V def2-TZVPD def2/J DEFGRID3
* xyz 0 1
O -3.841 2.828 5.059
C -3.869 3.024 3.878
O -3.019 3.776 3.192
C -3.359 3.725 1.782
C -4.297 2.530 1.712
Br -5.832 3.084 0.539
C -3.785 1.224 1.168
B -2.325 0.679 1.472
O -2.102 -0.615 1.108
O -1.277 1.410 1.970
O -4.772 2.435 3.025
H -3.854 4.665 1.565
H -2.442 3.591 1.219
H -3.885 1.240 0.083
H -4.475 0.449 1.507
H -1.356 -0.641 0.479
H -1.191 1.372 2.943
C 0.241 -0.251 6.244
C -1.248 -0.186 6.597
C -1.767 0.778 5.540
O -0.939 0.585 4.384
C 0.206 -0.201 4.720
H 0.742 -1.142 6.619
H 0.759 0.624 6.640
H -1.706 -1.170 6.474
H -1.447 0.159 7.609
H -1.677 1.816 5.863
H -2.803 0.598 5.260
H 0.087 -1.200 4.290
H 1.091 0.261 4.282
C 2.238 0.996 -2.125
C 2.996 0.280 -1.006
C 1.878 -0.027 -0.021
O 0.698 -0.220 -0.812
C 0.930 0.216 -2.152
H 2.752 0.979 -3.085
H 2.053 2.038 -1.855
H 3.431 -0.649 -1.373
H 3.790 0.880 -0.562
H 1.703 0.805 0.669
H 2.060 -0.930 0.562
H 1.006 -0.663 -2.802
H 0.079 0.815 -2.480
C 5.456 -4.243 -2.822
C 3.989 -4.539 -3.133
C 3.299 -3.990 -1.891
O 4.099 -2.892 -1.443
C 5.355 -2.893 -2.123
H 6.092 -4.209 -3.706
H 5.859 -4.994 -2.140
H 3.676 -3.992 -4.023
H 3.782 -5.594 -3.303
H 3.253 -4.740 -1.095
H 2.287 -3.630 -2.084
H 5.369 -2.071 -2.848
H 6.148 -2.723 -1.394
C -6.185 8.514 2.488
C -6.576 7.558 3.617
C -6.183 6.211 3.026
O -5.060 6.464 2.176
C -4.905 7.868 1.972
H -6.032 9.541 2.816
H -6.951 8.513 1.711
H -5.987 7.769 4.511
H -7.631 7.604 3.885
H -6.991 5.786 2.423
H -5.896 5.478 3.782
H -4.031 8.215 2.534
H -4.728 8.051 0.911
C 5.336 -7.054 -7.580
C 3.873 -7.342 -7.917
C 3.163 -6.796 -6.685
O 3.958 -5.705 -6.218
C 5.225 -5.707 -6.875
H 5.989 -7.019 -8.450
H 5.721 -7.811 -6.894
H 3.574 -6.784 -8.807
H 3.661 -8.396 -8.090
H 3.099 -7.553 -5.896
H 2.156 -6.432 -6.894
H 5.257 -4.881 -7.593
H 6.006 -5.548 -6.131
*
```